The following is a DFT calculation (ωB97M-V with the def2-TZVPD basis set) of a cluster of 4 separate species, C38H83BrFN7O9PS in total.

The value obtained for the HOMO energy is -9.89 eV. As for the total energy: -162482.3695 eV. The calculation puts the LUMO energy at -3.00 eV. The max |F| is 2.227 eV/Å. Its net charge is +1. For the HOMO-LUMO gap, the calculation gives 0.2531 Ha.

Each line ends with the Löwdin charge.
CARTESIAN COORDINATES (ANGSTROEM)
C (1.158, -5.832, 2.960)  -0.0866
C (2.277, -4.808, 2.814)  -0.1601
C (2.859, -4.374, 4.161)  -0.2717
F (2.260, -5.016, 5.215)  0.0445
N (2.761, -2.937, 4.443)  0.2345
C (1.664, -2.280, 4.644)  -0.2752
N (0.384, -2.893, 4.610)  0.0083
C (-0.130, -2.598, 3.228)  -0.1217
C (-1.458, -1.878, 3.130)  -0.1940
C (-2.027, -1.975, 1.702)  -0.1721
C (-3.531, -1.778, 1.721)  -0.1539
C (-4.278, -2.907, 2.434)  -0.1529
O (-5.306, -2.423, 3.299)  -0.0068
C (-4.841, -2.034, 4.519)  -0.4904
C (-5.206, -2.956, 5.651)  0.0147
O (-4.188, -1.004, 4.695)  0.0287
C (-0.208, -2.236, 5.782)  -0.3318
P (-2.003, -2.528, 6.109)  0.4597
S (-2.356, -2.950, 7.970)  0.2773
C (0.426, -0.790, 5.922)  -0.3075
C (1.083, -0.551, 7.311)  -0.0678
C (0.436, -1.224, 8.503)  -0.2696
O (0.909, -2.242, 8.998)  0.0435
C (-0.525, 0.346, 5.560)  -0.1347
C (-1.364, 0.890, 6.716)  -0.2675
N (-2.236, 1.917, 6.142)  0.0209
N (1.583, -0.982, 4.990)  0.0246
C (2.134, 0.106, 4.197)  -0.1573
C (3.669, 0.105, 4.001)  -0.6927
C (4.173, -0.698, 2.787)  -0.1298
Br (4.614, -0.368, 5.627)  0.8156
H (1.560, -6.791, 3.257)  0.0843
H (0.668, -5.984, 2.005)  0.0826
H (0.408, -5.524, 3.677)  0.0643
H (3.081, -5.308, 2.286)  0.1154
H (1.972, -3.965, 2.210)  0.0957
H (3.909, -4.631, 4.222)  0.1602
H (3.629, -2.427, 4.554)  0.0724
H (-0.196, -3.537, 2.691)  0.1008
H (0.597, -2.007, 2.668)  0.1220
H (-1.294, -0.821, 3.289)  0.1073
H (-2.214, -2.281, 3.788)  0.0242
H (-1.808, -2.947, 1.263)  0.1185
H (-1.555, -1.215, 1.089)  0.1177
H (-3.882, -1.768, 0.695)  0.1176
H (-3.765, -0.812, 2.150)  0.1204
H (-3.612, -3.557, 3.003)  0.1214
H (-4.765, -3.523, 1.692)  0.1321
H (-5.116, -3.996, 5.359)  0.1007
H (-6.219, -2.757, 5.976)  0.1073
H (-4.530, -2.756, 6.473)  -0.0047
H (0.212, -2.789, 6.622)  0.1011
H (-2.288, -3.638, 5.295)  0.0202
H (-2.744, -1.445, 5.613)  -0.0196
H (1.175, 0.516, 7.478)  0.1237
H (2.094, -0.935, 7.268)  0.0954
H (-0.475, -0.773, 8.928)  0.1052
H (-1.253, 0.044, 4.819)  0.0784
H (-0.024, 1.211, 5.135)  0.1158
H (-1.952, 0.092, 7.170)  0.0858
H (-0.755, 1.380, 7.462)  0.1138
H (-2.998, 1.506, 5.623)  0.0647
H (-2.597, 2.519, 6.863)  0.0741
H (1.735, 0.090, 3.184)  0.1160
H (1.890, 1.071, 4.612)  0.1242
H (3.918, 1.139, 3.815)  0.0846
H (4.704, -0.030, 2.121)  0.0774
H (3.354, -1.126, 2.220)  0.0679
H (4.906, -1.440, 3.076)  0.0577
C (2.725, 5.622, -2.026)  -0.1016
O (3.573, 4.509, -2.254)  -0.1922
C (4.383, 4.142, -1.148)  -0.2161
C (3.947, 2.808, -0.579)  -0.2100
N (2.651, 2.915, 0.081)  -0.0415
C (2.039, 1.644, 0.438)  -0.2066
C (1.676, 0.672, -0.683)  -0.2433
O (0.638, 1.122, -1.515)  -0.1702
C (1.062, 1.974, -2.573)  -0.0888
H (2.289, 5.903, -2.982)  0.0868
H (1.911, 5.383, -1.333)  0.0798
H (3.288, 6.474, -1.635)  0.0902
H (4.379, 4.919, -0.379)  0.1236
H (5.408, 4.041, -1.517)  0.1240
H (4.692, 2.469, 0.149)  0.1182
H (3.935, 2.090, -1.410)  0.1087
H (2.016, 3.413, -0.529)  0.0721
H (1.114, 1.882, 0.975)  0.1197
H (2.684, 1.127, 1.159)  0.0848
H (1.301, -0.245, -0.207)  0.1111
H (2.549, 0.374, -1.277)  0.1116
H (2.057, 1.710, -2.927)  0.0816
H (1.034, 3.024, -2.266)  0.0732
H (0.364, 1.856, -3.400)  0.0845
C (-1.230, -3.967, -5.599)  -0.1178
O (0.114, -4.165, -5.990)  -0.1960
C (0.392, -3.798, -7.338)  -0.2132
C (1.281, -2.575, -7.399)  -0.2152
N (0.572, -1.382, -6.954)  -0.0475
C (1.415, -0.206, -6.763)  -0.1946
C (2.516, -0.266, -5.710)  -0.2132
O (2.046, -0.336, -4.373)  -0.2051
C (1.723, -1.632, -3.908)  -0.0886
H (-1.357, -4.434, -4.623)  0.0853
H (-1.480, -2.903, -5.509)  0.0775
H (-1.922, -4.437, -6.303)  0.0891
H (-0.533, -3.638, -7.899)  0.1233
H (0.922, -4.636, -7.797)  0.1228
H (1.611, -2.428, -8.431)  0.1258
H (2.170, -2.787, -6.789)  0.1053
H (0.103, -1.588, -6.082)  0.0682
H (0.751, 0.622, -6.499)  0.1173
H (1.871, 0.052, -7.724)  0.1205
H (3.075, 0.671, -5.776)  0.1230
H (3.237, -1.070, -5.901)  0.1126
H (2.361, -2.398, -4.356)  0.0908
H (0.674, -1.877, -4.091)  0.0770
H (1.876, -1.641, -2.827)  0.0764
C (-3.453, 2.052, -4.609)  -0.1187
O (-3.088, 2.422, -5.923)  -0.1970
C (-4.067, 3.195, -6.611)  -0.2123
C (-3.590, 4.616, -6.822)  -0.2153
N (-3.537, 5.348, -5.563)  -0.0510
C (-2.864, 6.643, -5.635)  -0.1977
C (-1.388, 6.663, -6.017)  -0.2246
O (-0.531, 6.080, -5.051)  -0.1799
C (-0.401, 4.675, -5.138)  -0.1027
H (-2.712, 1.336, -4.255)  0.0824
H (-3.457, 2.910, -3.926)  0.0787
H (-4.437, 1.576, -4.589)  0.0873
H (-5.024, 3.177, -6.084)  0.1225
H (-4.212, 2.730, -7.590)  0.1226
H (-4.281, 5.126, -7.500)  0.1253
H (-2.611, 4.561, -7.317)  0.1053
H (-3.061, 4.780, -4.876)  0.0656
H (-2.954, 7.104, -4.649)  0.1188
H (-3.413, 7.283, -6.333)  0.1190
H (-1.085, 7.711, -6.090)  0.1220
H (-1.205, 6.220, -7.003)  0.1120
H (-0.472, 4.319, -6.169)  0.0909
H (-1.147, 4.170, -4.518)  0.0703
H (0.583, 4.406, -4.748)  0.0780